C53H47N12O3P2SSr as an isolated structure in a non-equilibrium geometry, computed with ωB97M-V with the def2-TZVPD basis set.

Calculated values
M in g mol⁻¹: 1081.7
ΔE to the lowest compared entry with this formula, charge and spin in kJ/mol: 756.40
Kohn-Sham gap in eV: 6.3
Energy in eV: -109990.55744

```
! RIJCOSX wB97M-V def2-TZVPD def2/J DEFGRID3
* xyz 1 1
Sr 0.379 -1.148 0.593
C -2.775 1.778 -2.956
C -1.543 1.583 -2.114
N -1.555 1.403 -0.847
N -2.819 1.461 -0.299
C -3.114 0.521 0.553
N -4.422 0.661 1.091
S -2.068 -0.635 1.285
C -0.248 1.507 -2.843
C -0.219 0.823 -4.063
C 0.995 0.558 -4.669
C 2.155 0.996 -4.051
C 2.028 1.733 -2.885
N 0.865 1.992 -2.291
H -3.068 0.847 -3.448
H -2.593 2.523 -3.732
H -3.602 2.092 -2.325
H -5.186 0.374 0.501
H -4.481 0.288 2.024
H -1.138 0.460 -4.498
H 1.035 -0.009 -5.591
H 3.130 0.836 -4.496
H 2.915 2.118 -2.388
O 1.447 -2.572 1.976
P 2.678 -2.468 1.107
C 2.438 -1.334 -0.463
P 1.043 -1.898 -1.722
O -0.109 -0.954 -1.756
C 1.727 -2.611 -3.187
C 3.103 -2.756 -3.363
C 3.588 -3.620 -4.335
C 2.703 -4.361 -5.103
C 1.332 -4.259 -4.894
C 0.841 -3.403 -3.925
C 0.483 -3.370 -0.721
C -0.844 -3.648 -0.335
C -1.076 -4.797 0.410
C -0.062 -5.714 0.654
C 1.177 -5.553 0.046
C 1.437 -4.388 -0.649
C 3.814 -1.222 1.792
C 5.094 -1.063 1.246
C 5.786 0.126 1.386
C 5.212 1.190 2.072
C 3.946 1.047 2.613
C 3.249 -0.144 2.463
C 3.798 -3.856 1.276
C 3.858 -4.357 2.574
C 4.769 -5.360 2.865
C 5.623 -5.844 1.881
C 5.562 -5.334 0.591
C 4.640 -4.345 0.283
H 3.417 -1.216 -0.922
H 2.214 -0.345 -0.013
H 3.802 -2.221 -2.734
H 4.655 -3.725 -4.481
H 3.082 -5.035 -5.860
H 0.649 -4.866 -5.471
H -0.223 -3.365 -3.723
H -1.656 -2.992 -0.629
H -2.070 -4.974 0.798
H -0.259 -6.586 1.263
H 1.930 -6.327 0.117
H 2.368 -4.301 -1.198
H 5.547 -1.865 0.672
H 6.768 0.231 0.943
H 5.745 2.128 2.168
H 3.471 1.867 3.125
H 2.229 -0.193 2.819
H 3.197 -3.974 3.340
H 4.815 -5.763 3.868
H 6.335 -6.621 2.120
H 6.228 -5.708 -0.175
H 4.579 -3.971 -0.733
C 0.364 4.642 1.489
N 0.099 3.262 1.851
C 0.789 2.162 1.559
N 0.324 1.130 2.244
C -0.685 1.691 2.975
N -0.849 2.970 2.773
C 1.708 5.143 1.981
C 2.285 6.283 1.430
C 3.524 6.732 1.870
C 4.217 6.040 2.851
C 3.638 4.906 3.407
C 2.382 4.477 2.986
C 4.351 4.095 4.385
N 5.601 4.079 4.702
N 5.766 3.018 5.588
C 4.605 2.474 5.717
O 3.656 3.115 5.002
C 4.213 1.293 6.472
C 5.190 0.506 7.079
C 4.810 -0.622 7.784
C 3.464 -0.964 7.880
C 2.489 -0.179 7.278
C 1.035 -0.565 7.391
N 0.392 -0.655 6.084
C 0.908 -0.953 4.882
N -0.028 -0.875 3.950
C -1.133 -0.552 4.672
N -0.920 -0.380 5.957
C 2.872 0.952 6.573
H -0.435 5.220 1.951
H 0.278 4.749 0.407
H 1.609 2.156 0.863
H -1.321 1.127 3.632
H 1.765 6.826 0.649
H 3.956 7.624 1.435
H 5.196 6.361 3.182
H 1.938 3.607 3.452
H 6.230 0.791 6.986
H 5.560 -1.243 8.255
H 3.171 -1.849 8.432
H 0.447 0.148 7.967
H 0.972 -1.528 7.899
H 1.941 -1.228 4.747
H -2.105 -0.434 4.219
H 2.124 1.560 6.077
*
```